Entry from OMol25: a structure of composition C18H21F6N2OPSe2Sr at a distorted geometry (ωB97M-V/def2-TZVPD).

HOMO level	-8.23	eV
net charge	0
frontier orbital gap	8.20	eV
calculated total energy	-6657.48897	hartree

Geometry (Å):
Sr: 0.742 0.085 1.243
Se: 0.267 -1.927 3.133
P: 2.216 -1.479 2.477
Se: 2.692 -1.748 0.451
C: 2.409 0.252 2.879
C: 2.835 1.138 1.917
C: 2.987 2.478 2.232
C: 2.725 2.909 3.526
C: 2.314 2.009 4.501
C: 2.137 0.674 4.172
C: 3.486 -2.314 3.436
C: 4.781 -1.798 3.367
C: 5.817 -2.485 3.974
C: 5.560 -3.684 4.626
C: 4.274 -4.197 4.686
C: 3.225 -3.509 4.090
H: 3.141 0.739 0.954
H: 3.322 3.181 1.481
H: 2.862 3.951 3.786
H: 2.129 2.343 5.513
H: 1.821 -0.058 4.904
H: 4.954 -0.872 2.834
H: 6.824 -2.091 3.930
H: 6.374 -4.222 5.096
H: 4.084 -5.135 5.191
H: 2.209 -3.879 4.127
N: 0.344 0.620 -1.386
C: -0.457 -0.454 -1.994
C: -1.832 -0.462 -1.333
N: -1.642 -0.625 0.113
H: 0.003 1.528 -1.662
H: 1.314 0.529 -1.674
H: 0.038 -1.399 -1.751
H: -0.559 -0.342 -3.078
H: -2.450 -1.258 -1.760
H: -2.309 0.497 -1.507
H: -1.424 -1.599 0.309
H: -2.468 -0.380 0.636
C: -1.507 3.193 2.697
C: -1.028 2.994 1.256
O: -0.297 1.858 1.120
C: -0.146 4.187 0.809
F: 0.863 4.386 1.679
F: -0.822 5.350 0.719
F: 0.411 3.956 -0.398
C: -2.299 2.994 0.358
F: -2.017 2.947 -0.962
F: -3.061 1.917 0.647
F: -3.078 4.072 0.546
H: -0.630 3.256 3.340
H: -2.065 2.296 2.956
H: -2.124 4.083 2.816

Computed Mulliken charges, given in elementary charges: atom 1 (Sr): 2.1800, atom 2 (Se): -0.4087, atom 3 (P): 1.4746, atom 4 (Se): -0.4587, atom 5 (C): -0.6562, atom 6 (C): 0.5131, atom 7 (C): -0.7687, atom 8 (C): -0.5508, atom 9 (C): -0.8016, atom 10 (C): -1.0033, atom 11 (C): 0.3788, atom 12 (C): -0.3100, atom 13 (C): -0.7041, atom 14 (C): -0.3912, atom 15 (C): -0.6579, atom 16 (C): -0.2719, atom 17 (H): 0.7155, atom 18 (H): 0.4355, atom 19 (H): 0.4085, atom 20 (H): 0.4217, atom 21 (H): 0.4844, atom 22 (H): 0.3430, atom 23 (H): 0.3886, atom 24 (H): 0.3789, atom 25 (H): 0.3820, atom 26 (H): 0.3178, atom 27 (N): -0.2461, atom 28 (C): -0.6940, atom 29 (C): -0.5383, atom 30 (N): -0.2749, atom 31 (H): 0.0919, atom 32 (H): 0.2600, atom 33 (H): 0.2705, atom 34 (H): 0.3918, atom 35 (H): 0.4100, atom 36 (H): 0.2491, atom 37 (H): 0.3009, atom 38 (H): 0.1128, atom 39 (C): -2.0288, atom 40 (C): 0.8055, atom 41 (O): -1.5576, atom 42 (C): 0.4694, atom 43 (F): -0.2187, atom 44 (F): -0.2840, atom 45 (F): -0.2599, atom 46 (C): 0.5715, atom 47 (F): -0.2859, atom 48 (F): -0.3035, atom 49 (F): -0.2767, atom 50 (H): 0.3178, atom 51 (H): 0.4536, atom 52 (H): 0.4244

***

Entry from OMol25: the molecule C18H21N3O3S at a distorted geometry (ωB97M-V/def2-TZVPD).

HOMO level	-8.99	eV
net charge	0
frontier orbital gap	9.27	eV
SMILES	Cc1ccc(S(=O)(=O)N2CCCCC2)cc1C(=O)Nc1cccnc1
calculated total energy	-1486.70805	hartree

Geometry (Å):
C: -1.502 -3.864 0.926
C: -0.470 -2.924 0.392
C: 0.775 -3.400 -0.005
C: 1.740 -2.550 -0.520
C: 1.456 -1.204 -0.630
S: 2.644 -0.046 -1.298
O: 3.833 -0.755 -1.684
O: 1.979 0.757 -2.283
N: 2.909 0.922 0.046
C: 3.401 2.251 -0.263
C: 3.329 3.119 0.990
C: 4.150 2.479 2.106
C: 3.654 1.056 2.353
C: 3.704 0.255 1.055
C: 0.229 -0.702 -0.249
C: -0.745 -1.556 0.255
C: -2.064 -0.984 0.685
O: -2.589 -1.247 1.745
N: -2.584 -0.135 -0.249
C: -3.772 0.594 -0.195
C: -4.655 0.564 0.883
C: -5.805 1.332 0.813
C: -6.035 2.098 -0.319
N: -5.200 2.131 -1.345
C: -4.105 1.404 -1.285
H: -1.860 -3.516 1.892
H: -2.361 -3.903 0.258
H: -1.095 -4.866 1.031
H: 0.990 -4.454 0.089
H: 2.706 -2.908 -0.839
H: 2.771 2.643 -1.062
H: 4.439 2.204 -0.626
H: 2.288 3.203 1.306
H: 3.704 4.117 0.761
H: 4.069 3.068 3.021
H: 5.202 2.451 1.814
H: 2.623 1.086 2.708
H: 4.267 0.561 3.108
H: 3.282 -0.743 1.197
H: 4.744 0.143 0.713
H: 0.066 0.361 -0.341
H: -2.051 -0.011 -1.100
H: -4.440 -0.045 1.745
H: -6.510 1.332 1.630
H: -6.920 2.711 -0.417
H: -3.451 1.464 -2.147

Computed Mulliken charges, given in elementary charges: atom 1 (C): -1.5698, atom 2 (C): 1.1389, atom 3 (C): -0.9666, atom 4 (C): -0.3350, atom 5 (C): -0.6926, atom 6 (S): 1.4166, atom 7 (O): -0.7363, atom 8 (O): -0.7410, atom 9 (N): 0.2257, atom 10 (C): -0.7638, atom 11 (C): -0.6402, atom 12 (C): -0.7174, atom 13 (C): -0.7368, atom 14 (C): -0.6253, atom 15 (C): -0.4942, atom 16 (C): 0.4765, atom 17 (C): 0.3195, atom 18 (O): -0.6381, atom 19 (N): -0.1186, atom 20 (C): 0.5572, atom 21 (C): -0.3949, atom 22 (C): -0.4496, atom 23 (C): -0.3170, atom 24 (N): -0.5900, atom 25 (C): -0.4068, atom 26 (H): 0.3360, atom 27 (H): 0.3282, atom 28 (H): 0.3993, atom 29 (H): 0.3674, atom 30 (H): 0.5222, atom 31 (H): 0.4501, atom 32 (H): 0.3507, atom 33 (H): 0.2920, atom 34 (H): 0.3465, atom 35 (H): 0.3294, atom 36 (H): 0.3292, atom 37 (H): 0.2837, atom 38 (H): 0.3526, atom 39 (H): 0.4338, atom 40 (H): 0.3010, atom 41 (H): 0.5796, atom 42 (H): 0.1884, atom 43 (H): 0.5091, atom 44 (H): 0.3745, atom 45 (H): 0.3632, atom 46 (H): 0.3629

***

Entry from OMol25: a structure of composition C18H21N4O2RuSSe4 (ωB97M-V/def2-TZVPD).

HOMO level (alpha / beta)	-11.09 / -11.58	eV
spin multiplicity	5
net charge	+1
frontier orbital gap (alpha / beta)	7.29 / 5.82	eV
calculated total energy	-11166.68466	hartree

Geometry (Å):
Ru: 1.880 -0.479 -2.548
C: -0.769 4.119 -1.386
C: -1.685 3.159 -2.129
N: -1.787 1.844 -1.480
C: -2.883 1.650 -0.510
C: -2.434 1.829 0.932
C: -0.919 0.861 -1.689
S: 0.321 1.174 -2.904
N: -1.105 -0.255 -0.979
C: -0.591 -1.457 -1.211
O: 0.262 -1.790 -2.094
C: -1.047 -2.540 -0.294
C: -1.985 -2.288 0.705
C: -2.369 -3.301 1.567
C: -1.822 -4.570 1.434
C: -0.889 -4.828 0.438
C: -0.502 -3.817 -0.425
H: -0.704 5.059 -1.933
H: 0.237 3.708 -1.300
H: -1.143 4.336 -0.387
H: -1.350 3.017 -3.155
H: -2.698 3.554 -2.182
H: -3.295 0.656 -0.664
H: -3.652 2.376 -0.768
H: -1.653 1.113 1.182
H: -3.281 1.664 1.598
H: -2.058 2.835 1.114
H: -2.407 -1.297 0.794
H: -3.101 -3.104 2.339
H: -2.127 -5.362 2.106
H: -0.470 -5.819 0.331
H: 0.217 -4.008 -1.210
Se: 3.902 -1.794 -1.949
Se: 4.956 -2.598 -3.823
Se: 3.527 -2.209 -5.531
Se: 2.340 -0.331 -4.900
N: 2.130 0.450 4.643
C: 2.035 1.358 3.647
O: 1.923 2.550 3.831
C: 2.055 0.824 2.228
C: 2.253 1.753 1.212
C: 2.239 1.328 -0.097
N: 2.041 0.044 -0.432
C: 1.869 -0.854 0.541
C: 1.860 -0.503 1.879
H: 2.154 0.801 5.586
H: 2.358 -0.513 4.487
H: 2.400 2.793 1.463
H: 2.369 2.025 -0.915
H: 1.722 -1.882 0.233
H: 1.673 -1.280 2.607

Computed Mulliken charges, given in elementary charges: atom 1 (Ru): 0.3268, atom 2 (C): -0.6460, atom 3 (C): -1.0279, atom 4 (N): 0.0189, atom 5 (C): -0.6483, atom 6 (C): -0.9206, atom 7 (C): 0.5544, atom 8 (S): -0.2327, atom 9 (N): 0.0604, atom 10 (C): 0.2330, atom 11 (O): -0.8818, atom 12 (C): 0.7942, atom 13 (C): -0.1878, atom 14 (C): -0.7528, atom 15 (C): -0.3998, atom 16 (C): -0.7428, atom 17 (C): -0.4756, atom 18 (H): 0.3965, atom 19 (H): 0.0494, atom 20 (H): 0.2728, atom 21 (H): 0.5543, atom 22 (H): 0.4078, atom 23 (H): 0.4707, atom 24 (H): 0.3868, atom 25 (H): 0.1447, atom 26 (H): 0.3516, atom 27 (H): 0.3342, atom 28 (H): 0.3204, atom 29 (H): 0.4422, atom 30 (H): 0.4117, atom 31 (H): 0.4178, atom 32 (H): 0.4632, atom 33 (Se): 0.0207, atom 34 (Se): 0.0236, atom 35 (Se): 0.0249, atom 36 (Se): 0.0576, atom 37 (N): -0.3126, atom 38 (C): 0.1852, atom 39 (O): -0.5945, atom 40 (C): 1.1257, atom 41 (C): -0.6070, atom 42 (C): -0.6674, atom 43 (N): 0.5065, atom 44 (C): -0.9362, atom 45 (C): -0.8779, atom 46 (H): 0.2558, atom 47 (H): 0.1623, atom 48 (H): 0.5389, atom 49 (H): 0.5635, atom 50 (H): 0.7241, atom 51 (H): 0.3110

***

Entry from OMol25: the molecule C18H21N5O3 at a distorted geometry (ωB97M-V/def2-TZVPD).

HOMO level	-8.00	eV
net charge	0
frontier orbital gap	7.72	eV
SMILES	CN(C(=O)CN1CCN(c2ccc([N+](=O)[O-])cn2)CC1)c1ccccc1
calculated total energy	-1197.26522	hartree

Geometry (Å):
C: -2.833 -1.381 1.433
N: -2.991 -0.488 0.242
C: -2.187 -0.327 -0.876
O: -2.521 0.259 -1.836
C: -1.088 -1.501 -0.992
N: -0.215 -1.008 0.236
C: 0.214 0.320 0.220
C: 1.284 0.655 -1.171
N: 2.478 -0.324 -0.879
C: 3.633 0.265 -0.498
C: 4.092 1.370 -0.370
C: 5.455 1.626 -0.282
C: 6.319 0.649 0.203
N: 7.758 0.879 0.464
O: 8.036 1.966 0.667
O: 8.283 -0.210 0.707
C: 5.779 -0.903 0.004
N: 4.407 -0.863 -0.310
C: 1.999 -1.544 -0.754
C: 0.971 -1.649 0.076
C: -4.372 0.142 0.267
C: -5.559 -0.407 0.715
C: -6.661 0.587 0.806
C: -6.692 1.726 0.231
C: -5.550 2.347 0.246
C: -4.385 1.655 -0.057
H: -3.298 -2.343 1.043
H: -1.665 -1.436 1.570
H: -3.358 -1.146 2.261
H: -0.736 -1.307 -1.986
H: -1.386 -2.314 -0.616
H: -0.573 1.119 -0.250
H: 0.776 0.840 0.955
H: 1.589 1.628 -0.987
H: 0.902 0.363 -1.968
H: 3.556 2.066 -0.696
H: 5.831 2.589 -0.045
H: 6.248 -1.487 0.510
H: 2.811 -2.236 -0.451
H: 1.594 -1.765 -1.804
H: 0.695 -2.826 0.338
H: 1.470 -1.779 1.270
H: -5.578 -1.526 1.010
H: -7.709 -0.142 1.126
H: -7.778 2.355 0.684
H: -5.472 3.291 -0.145
H: -3.575 2.217 -0.309

Computed Mulliken charges, given in elementary charges: atom 1 (C): -1.1384, atom 2 (N): 0.4392, atom 3 (C): 0.5902, atom 4 (O): -0.5674, atom 5 (C): -1.3836, atom 6 (N): 0.4594, atom 7 (C): -0.2710, atom 8 (C): -1.6801, atom 9 (N): 0.3423, atom 10 (C): 0.8308, atom 11 (C): -0.6233, atom 12 (C): -0.9825, atom 13 (C): 0.1132, atom 14 (N): 0.9916, atom 15 (O): -0.5723, atom 16 (O): -0.6156, atom 17 (C): -0.6298, atom 18 (N): -0.3085, atom 19 (C): -0.7020, atom 20 (C): -1.3297, atom 21 (C): 0.3372, atom 22 (C): -0.4505, atom 23 (C): -0.1979, atom 24 (C): -0.1954, atom 25 (C): -0.6433, atom 26 (C): -0.3619, atom 27 (H): 0.3938, atom 28 (H): 0.2891, atom 29 (H): 0.4494, atom 30 (H): 0.3806, atom 31 (H): 0.8063, atom 32 (H): 0.0265, atom 33 (H): 0.6188, atom 34 (H): 0.5357, atom 35 (H): 0.5874, atom 36 (H): 0.6980, atom 37 (H): 0.4427, atom 38 (H): 0.5987, atom 39 (H): 0.3796, atom 40 (H): 0.1460, atom 41 (H): 0.4314, atom 42 (H): 0.3692, atom 43 (H): 0.2782, atom 44 (H): 0.1440, atom 45 (H): 0.1933, atom 46 (H): 0.3613, atom 47 (H): 0.4194

***

Entry from OMol25: the molecule C18H21NO3 at a distorted geometry (ωB97M-V/def2-TZVPD).

HOMO level	-8.29	eV
net charge	0
frontier orbital gap	8.52	eV
SMILES	CCCCCCOc1ccc(OC(=O)c2ccncc2)cc1
calculated total energy	-978.46151	hartree

Geometry (Å):
C: -6.575 1.585 -0.438
C: -6.066 0.161 -0.129
C: -4.895 -0.286 -0.980
C: -3.693 0.382 -0.868
C: -3.154 0.357 0.422
C: -2.806 -0.902 1.210
O: -1.878 -1.606 0.531
C: -0.520 -1.038 0.239
C: 0.283 -1.670 -0.656
C: 1.712 -1.422 -0.662
C: 2.143 -0.208 0.208
O: 3.456 -0.015 0.257
C: 4.567 -1.010 -0.010
O: 4.373 -2.095 -0.095
C: 5.950 -0.039 -0.167
C: 5.930 1.288 0.045
C: 7.185 1.786 -0.206
N: 8.218 1.164 -0.028
C: 8.219 -0.134 -0.158
C: 6.945 -0.859 -0.004
C: 1.281 0.330 1.006
C: 0.065 -0.266 1.083
H: -6.765 1.555 -1.427
H: -5.975 2.369 -0.063
H: -7.614 1.846 0.054
H: -7.093 -0.451 -0.251
H: -6.083 0.276 1.031
H: -4.847 -1.407 -0.835
H: -5.351 -0.363 -1.739
H: -3.933 1.353 -1.234
H: -2.959 0.127 -1.432
H: -2.282 1.238 0.557
H: -3.935 0.853 1.224
H: -3.590 -1.390 1.133
H: -2.419 -0.714 2.060
H: -0.059 -2.487 -1.130
H: 2.222 -1.914 -1.259
H: 5.119 2.027 -0.050
H: 7.386 2.678 -0.097
H: 9.241 -0.772 -0.281
H: 6.938 -1.815 -0.446
H: 1.800 0.971 1.626
H: -0.541 0.519 1.962

Computed Mulliken charges, given in elementary charges: atom 1 (C): -1.3778, atom 2 (C): -0.2389, atom 3 (C): -1.6842, atom 4 (C): -1.2044, atom 5 (C): 0.2788, atom 6 (C): -1.8008, atom 7 (O): -0.4984, atom 8 (C): 0.6122, atom 9 (C): -0.9742, atom 10 (C): -0.9290, atom 11 (C): 0.3464, atom 12 (O): -0.3388, atom 13 (C): 0.3651, atom 14 (O): -0.3625, atom 15 (C): 0.5018, atom 16 (C): -0.2432, atom 17 (C): -0.6527, atom 18 (N): -0.5321, atom 19 (C): -0.1144, atom 20 (C): -0.4802, atom 21 (C): -1.0016, atom 22 (C): 0.4931, atom 23 (H): 0.4305, atom 24 (H): 0.3561, atom 25 (H): 0.3372, atom 26 (H): 0.3335, atom 27 (H): 0.2601, atom 28 (H): 0.3953, atom 29 (H): 1.0384, atom 30 (H): 0.3622, atom 31 (H): 0.7949, atom 32 (H): 0.1958, atom 33 (H): 0.2542, atom 34 (H): 0.9373, atom 35 (H): 0.5739, atom 36 (H): 0.5525, atom 37 (H): 0.7660, atom 38 (H): 0.3645, atom 39 (H): 0.6667, atom 40 (H): 0.2714, atom 41 (H): 0.3653, atom 42 (H): 0.4897, atom 43 (H): 0.0906

***

Record order is preserved below.
Energy above the lowest of the compared OMol25 structures with the same formula, charge and spin: 343.8 189.0 0.0 2245.0 1426.3 kJ/mol